Record 1
Entry from the Open Molecules 2025 dataset: a molecular structure, C7H16O (wB97M-V/def2-TZVPD).

As for the spin multiplicity: 1. The value obtained for the HOMO energy is -8.0 eV. The HOMO-LUMO gap comes out at 8.916 eV. The calculation puts the total energy at -351.4591 a.u.

Cartesian coordinates (Å):
C (-0.283, 0.396, 1.299)
C (0.130, -0.557, -0.993)
C (0.948, 0.254, 0.568)
C (-0.851, -0.854, 1.931)
C (-1.326, 1.398, 0.863)
C (1.062, -1.708, -1.323)
C (0.078, 0.473, -2.104)
O (1.686, 1.336, 0.190)
H (1.101, 2.062, -0.065)
H (-0.872, -0.944, -0.801)
H (1.612, -0.519, 0.947)
H (0.429, 1.028, 2.351)
H (-0.068, -1.560, 2.201)
H (-2.025, 0.941, 0.163)
H (-1.393, -0.586, 2.837)
H (-1.547, -1.349, 1.253)
H (-1.887, 1.729, 1.737)
H (-0.895, 2.281, 0.392)
H (0.765, -2.208, -2.252)
H (1.058, -2.464, -0.536)
H (2.085, -1.351, -1.454)
H (-0.620, 1.282, -1.885)
H (1.066, 0.905, -2.276)
H (-0.251, 0.016, -3.044)

---

Record 2
Entry from the Open Molecules 2025 dataset: C7H16O2Si in the gas phase (wB97M-V/def2-TZVPD).

As for the spin multiplicity: 1. The value obtained for the HOMO energy is -10.0 eV. The HOMO-LUMO gap comes out at 10.917 eV. As for the SMILES: CC(=O)OCC[Si](C)(C)C. The calculation puts the total energy at -716.3184 a.u.

Cartesian coordinates (Å):
C (2.798, -1.588, -0.801)
C (1.523, -0.902, -1.175)
O (0.520, -1.527, -1.444)
O (1.624, 0.468, -1.268)
C (0.370, 1.087, -1.678)
C (-0.315, 1.744, -0.520)
Si (-0.923, 0.428, 0.671)
C (-2.020, -0.857, -0.197)
C (0.531, -0.411, 1.519)
C (-2.012, 1.129, 1.948)
H (2.663, -2.326, -0.002)
H (3.556, -0.884, -0.466)
H (3.222, -2.070, -1.669)
H (-0.241, 0.349, -2.199)
H (0.658, 1.857, -2.402)
H (-1.197, 2.348, -0.766)
H (0.375, 2.387, 0.024)
H (-2.692, -0.302, -0.853)
H (-2.606, -1.433, 0.526)
H (-1.486, -1.517, -0.818)
H (0.689, -1.259, 0.894)
H (0.266, -0.719, 2.517)
H (1.461, 0.183, 1.555)
H (-1.450, 1.751, 2.648)
H (-2.785, 1.712, 1.448)
H (-2.531, 0.352, 2.510)

---

Record 3
Entry from the Open Molecules 2025 dataset: a molecular structure, C7H16O4Zn (wB97M-V/def2-TZVPD).

The charge is +1. As for the spin multiplicity: 2. The value obtained for the HOMO energy (spin up / spin down) is -12.1 / -12.1 eV. The HOMO-LUMO gap (spin up / spin down) comes out at 8.347 / 8.079 eV. As for the expectation value of S²: 0.753. The calculation puts the total energy at -2356.1430 a.u.

Cartesian coordinates (Å):
C (-1.866, -0.137, -1.567)
O (-0.563, 0.308, -1.272)
H (-1.789, -1.201, -1.834)
H (-2.490, -0.021, -0.670)
H (-2.286, 0.456, -2.395)
C (2.524, -1.880, -0.846)
O (1.864, -0.694, -1.015)
C (1.618, -0.236, -2.354)
C (0.609, 0.905, -2.310)
O (0.542, 1.918, 0.776)
C (0.223, 1.973, 2.137)
C (-0.821, 0.922, 2.496)
O (-0.453, -0.322, 1.885)
C (-1.364, -1.398, 2.058)
H (3.375, -1.847, -0.166)
H (1.935, -2.744, -1.148)
H (1.222, -1.075, -2.945)
H (2.577, 0.075, -2.788)
H (1.273, 1.770, -2.464)
H (-0.059, 1.394, -3.037)
H (-0.188, 2.961, 2.412)
H (1.118, 1.823, 2.770)
H (-1.803, 1.221, 2.092)
H (-0.905, 0.766, 3.582)
H (-1.099, -2.208, 1.370)
H (-1.313, -1.756, 3.095)
H (-2.397, -1.073, 1.870)
Zn (0.518, 0.099, 0.268)

---

Record 4
Entry from the Open Molecules 2025 dataset: C7H17FI2N3P in the gas phase (wB97M-V/def2-TZVPD).

As for the spin multiplicity: 1. The value obtained for the HOMO energy is -8.2 eV. The HOMO-LUMO gap comes out at 8.370 eV. As for the SMILES: C/C(I)=C(\I)[PH2](CC(N)(N)N)[C@H](C)F. The calculation puts the total energy at -1477.6916 a.u.

Cartesian coordinates (Å):
C (-1.106, -2.395, -3.787)
C (-1.009, -1.223, -2.847)
I (-1.867, 0.518, -3.697)
C (-0.413, -1.183, -1.650)
I (0.565, -2.986, -1.066)
P (-0.354, 0.435, -0.568)
C (0.001, -0.353, 1.066)
C (1.516, -0.370, 1.494)
N (1.805, 0.614, 2.536)
N (2.355, -0.037, 0.341)
N (1.866, -1.673, 2.035)
C (-0.387, 2.199, 0.221)
C (-1.682, 2.550, 0.928)
F (-0.204, 3.088, -0.853)
H (-1.630, -3.196, -3.277)
H (-0.110, -2.723, -4.053)
H (-1.675, -2.127, -4.666)
H (0.615, 0.934, -1.461)
H (-1.723, 0.608, -0.838)
H (-0.459, -1.327, 1.161)
H (-0.495, 0.278, 1.795)
H (2.022, 1.518, 2.148)
H (1.046, 0.689, 3.194)
H (2.854, -0.879, 0.087)
H (3.075, 0.625, 0.603)
H (2.196, -1.582, 2.981)
H (1.128, -2.352, 1.955)
H (0.468, 2.353, 0.874)
H (-2.482, 1.841, 0.738)
H (-1.980, 3.543, 0.620)
H (-1.511, 2.613, 1.999)

---

Record 5
Entry from the Open Molecules 2025 dataset: 2 unconnected molecules or ions with the total composition C7H17N (wB97M-V/def2-TZVPD).

As for the spin multiplicity: 1. The value obtained for the HOMO energy is -9.1 eV. The HOMO-LUMO gap comes out at 10.152 eV. As for the SMILES: C=C(C)C.CCCN. The calculation puts the total energy at -331.6378 a.u.

Cartesian coordinates (Å):
C (1.932, 0.798, -0.560)
C (1.840, -0.509, -0.762)
C (2.422, -1.510, 0.196)
C (1.129, -1.094, -1.942)
H (1.501, 1.484, -1.283)
H (2.419, 1.220, 0.306)
H (1.645, -2.211, 0.512)
H (2.890, -1.049, 1.062)
H (3.190, -2.097, -0.315)
H (0.813, -0.312, -2.632)
H (0.246, -1.639, -1.615)
H (1.776, -1.790, -2.481)
C (-1.258, -0.986, 0.988)
C (-1.808, 0.252, 0.291)
C (-1.516, 1.519, 1.087)
N (-2.150, 2.743, 0.560)
H (-1.691, -1.071, 1.992)
H (-0.180, -0.872, 1.123)
H (-1.440, -1.915, 0.450)
H (-1.329, 0.342, -0.687)
H (-2.880, 0.165, 0.099)
H (-0.435, 1.670, 1.117)
H (-1.867, 1.383, 2.109)
H (-3.124, 2.755, 0.837)
H (-2.124, 2.726, -0.454)

---

Record 6
Entry from the Open Molecules 2025 dataset: a gas-phase ion, C7H17N2 (charge +1) (wB97M-V/def2-TZVPD).

The charge is +1. As for the spin multiplicity: 1. The value obtained for the HOMO energy is -13.1 eV. The HOMO-LUMO gap comes out at 9.003 eV. As for the SMILES: CNC(C)(C)[NH+]=C(C)C. The calculation puts the total energy at -386.0690 a.u.

Cartesian coordinates (Å):
C (-0.912, 1.789, 0.724)
N (-0.380, 0.490, 0.702)
C (-0.930, -0.616, -0.188)
C (-1.831, -1.514, 0.611)
C (-1.647, -0.029, -1.450)
N (0.461, -1.193, -0.367)
C (1.455, -0.330, -0.136)
C (2.629, -0.648, 0.760)
C (1.565, 0.864, -1.032)
H (-0.361, 2.515, 1.274)
H (-0.857, 2.315, -0.170)
H (-1.956, 1.764, 1.258)
H (-0.338, 0.183, 1.663)
H (-1.127, -2.143, 1.258)
H (-2.466, -1.955, -0.081)
H (-2.483, -0.895, 1.267)
H (-1.875, -0.930, -1.961)
H (-1.032, 0.752, -2.105)
H (-2.449, 0.380, -0.964)
H (0.750, -2.161, -0.326)
H (2.340, -1.454, 1.452)
H (2.938, 0.041, 1.521)
H (3.459, -0.748, 0.222)
H (2.633, 0.783, -1.394)
H (1.533, 1.917, -0.730)
H (0.883, 0.824, -1.808)